Computed, not measured: a cluster of 19 separate species, C70H186N8O38 in total in a non-equilibrium geometry, with ωB97M-V with the def2-TZVPD basis set.

Structure (XYZ):
```
302
Properties=species:S:1:pos:R:3:forces:R:3
C 5.1141 -1.4319 -1.3261 -0.720 -0.078 0.920
O 4.8619 -0.4086 -0.3321 0.210 0.493 -0.880
C 5.7820 0.6865 -0.4360 0.604 -0.311 0.856
C 5.5209 1.7231 0.7005 -1.329 -0.046 -1.612
N 5.6831 1.2255 2.0654 0.346 -0.223 -1.864
C 7.0997 1.2798 2.3567 0.437 -0.576 0.623
C 7.3854 0.6357 3.6954 0.406 0.686 -0.207
O 7.2759 -0.7657 3.5906 -0.028 0.199 0.628
C 7.8981 -1.4354 4.6854 -0.072 -0.748 -0.314
H 5.9483 -2.0706 -1.0356 0.415 0.241 -0.017
H 5.2301 -1.0643 -2.3457 0.182 0.313 0.096
H 4.2388 -2.0814 -1.3116 -0.134 0.125 -0.061
H 5.7715 1.1438 -1.4254 -0.435 0.253 -0.115
H 6.7822 0.2613 -0.3526 0.374 -0.010 0.150
H 4.4947 2.0357 0.5073 -0.457 -0.106 0.398
H 6.0470 2.6632 0.5341 0.574 -0.222 0.053
H 5.4480 0.2513 1.9395 -0.363 -0.456 0.711
H 7.4112 2.3242 2.3445 0.031 0.065 0.232
H 7.6928 0.7533 1.6090 0.195 -0.045 -0.176
H 6.7151 1.0388 4.4545 -0.253 -0.034 0.183
H 8.3906 0.9554 3.9702 0.340 -0.260 0.189
H 8.0242 -0.8738 5.6110 0.039 0.601 -0.285
H 8.8536 -1.8117 4.3202 0.233 0.035 0.312
H 7.3004 -2.2924 4.9958 -0.194 -0.098 -0.342
C -3.3217 5.0059 -0.0452 0.509 0.924 -0.948
O -2.5304 4.0750 -0.8499 -1.272 0.662 0.465
C -3.1099 3.9900 -2.2023 0.995 -0.546 0.267
C -2.2184 3.0059 -3.0700 -0.391 0.724 1.016
N -0.8791 3.6020 -3.2056 0.871 0.930 1.444
C 0.1680 2.9588 -3.9907 -1.711 -1.919 -0.770
C 1.5781 3.5339 -4.0404 -1.414 0.486 -0.299
O 2.1378 3.7895 -2.7725 0.236 0.164 0.212
C 3.4875 4.3231 -2.8120 -1.289 -0.747 0.442
H -3.3456 5.9509 -0.5879 0.042 0.239 -0.133
H -2.9018 5.2738 0.9244 0.645 -0.707 -0.074
H -4.3741 4.8117 0.1618 -0.103 -1.044 -0.401
H -3.1421 4.9764 -2.6650 0.263 0.208 0.071
H -4.1477 3.6969 -2.0434 -0.057 -0.586 -0.445
H -2.6858 2.8131 -4.0356 0.032 0.042 -0.007
H -2.1862 2.0870 -2.4845 0.066 -0.343 -0.278
H -0.4737 3.4281 -2.2970 -0.347 0.810 0.803
H -0.2914 2.8948 -4.9771 0.782 0.094 -0.562
H 0.1948 1.9060 -3.7099 0.336 -0.299 0.220
H 1.4235 4.4514 -4.6083 0.773 0.428 -0.072
H 2.1827 2.8116 -4.5889 0.168 0.047 -0.220
H 3.4992 5.2113 -3.4438 0.269 -0.005 0.086
H 4.1490 3.5255 -3.1498 0.240 0.182 -0.282
H 3.6945 4.5430 -1.7646 0.253 0.341 -0.240
C -1.1637 -0.4800 -5.2428 0.428 1.471 0.189
O -0.1094 0.4220 -5.6685 -0.767 -0.581 0.529
C -0.0245 0.5799 -7.0486 0.129 -0.590 -0.838
C -1.2368 1.1321 -7.7905 -0.848 0.653 0.279
N -1.8385 2.3647 -7.2432 1.291 -1.560 0.876
C -2.9524 2.8703 -7.9845 1.296 -0.485 -1.201
C -3.8983 3.5295 -7.0870 -2.756 1.390 0.733
O -4.6929 4.4673 -7.8423 0.605 -0.465 -0.248
C -5.9167 4.7743 -7.2301 0.043 -0.152 -0.057
H -2.1090 0.0184 -5.4577 -0.240 -0.332 0.001
H -1.0574 -0.5424 -4.1598 -0.034 -0.154 -0.041
H -1.1095 -1.4799 -5.6734 0.185 0.017 -0.252
H 0.0931 -0.4080 -7.4940 0.250 -0.383 -0.255
H 0.9249 1.0798 -7.2406 -0.167 0.507 -0.034
H -1.9927 0.3470 -7.8070 -0.343 0.002 0.445
H -1.0518 1.2301 -8.8602 0.746 0.130 -0.290
H -1.1149 3.0619 -7.1414 -0.023 0.177 0.021
H -3.4372 2.0322 -8.4851 -0.205 -0.097 0.093
H -2.5862 3.4795 -8.8109 -0.334 0.619 -0.064
H -3.5958 4.0255 -6.1647 1.274 0.419 -0.228
H -4.5309 2.7713 -6.6254 -0.513 -0.406 -0.406
H -6.5262 3.8714 -7.1961 -0.244 -0.038 0.381
H -6.4533 5.5254 -7.8097 0.244 -0.002 -0.171
H -5.7418 5.1867 -6.2364 -0.169 -0.067 0.333
C 4.3573 -5.2507 -0.9802 -0.226 0.060 0.443
O 3.7207 -5.1647 -2.2351 -0.108 -0.284 0.636
C 4.6482 -5.4194 -3.2646 0.250 0.857 0.235
C 4.0197 -5.0983 -4.5859 -0.365 0.035 -1.299
N 3.1502 -6.1094 -5.1619 1.539 -0.271 -0.676
C 3.9171 -7.3199 -5.6298 -0.781 0.783 -0.176
C 5.0747 -7.0734 -6.7312 -1.392 -0.043 2.138
O 6.3039 -6.9590 -6.0059 0.940 0.188 -1.591
C 7.4205 -6.7854 -6.9651 -0.956 -0.175 1.505
H 5.0657 -6.0761 -0.9101 0.063 -0.236 -0.204
H 3.6275 -5.3962 -0.1837 -0.264 0.012 -0.193
H 4.9022 -4.3377 -0.7398 0.171 0.215 -0.145
H 5.0513 -6.4262 -3.1553 -0.163 -0.355 -0.364
H 5.5157 -4.7722 -3.1363 0.250 0.336 0.079
H 4.8027 -4.8958 -5.3167 0.117 0.050 0.055
H 3.3596 -4.2314 -4.6145 0.501 0.532 0.864
H 2.5067 -6.3520 -4.4222 -0.258 -0.569 -0.105
H 3.0436 -7.8794 -5.9648 0.695 -0.815 -0.643
H 4.3378 -7.8220 -4.7586 0.435 -0.307 -0.218
H 4.8457 -6.1599 -7.2801 0.022 0.239 -0.047
H 5.1249 -7.8854 -7.4566 -0.077 -0.272 0.103
H 7.6057 -7.7188 -7.4966 -0.298 0.059 -0.339
H 8.3317 -6.5818 -6.4026 -0.235 0.133 0.213
H 7.1993 -5.9349 -7.6099 0.061 -0.155 -0.242
C -3.5127 -0.2762 -1.9166 -0.003 0.511 0.082
O -3.9271 0.4287 -3.0600 -0.858 0.107 -0.665
C -5.3311 0.7311 -3.0786 0.146 -0.222 -0.658
C -5.6302 1.4618 -4.4034 -0.248 0.396 0.468
N -6.9321 2.1515 -4.5477 -0.057 -0.294 0.168
C -8.1669 1.4493 -4.2320 -1.248 0.056 -1.027
C -9.4464 2.3605 -4.4599 0.640 -3.371 -0.748
O -9.4640 3.3835 -3.6134 -0.777 4.353 2.074
C -10.6964 4.1823 -3.6054 0.881 -0.239 0.484
H -2.4588 -0.5380 -2.0102 -0.025 -0.124 -0.330
H -4.1021 -1.1800 -1.7619 -0.026 -0.054 0.168
H -3.5684 0.4188 -1.0787 -0.206 -0.215 0.578
H -5.6696 1.2288 -2.1699 0.188 0.431 0.126
H -5.9348 -0.1719 -3.1693 0.151 -0.520 0.482
H -5.5066 0.6780 -5.1507 -0.427 0.032 -0.360
H -4.8138 2.1457 -4.6356 -0.174 0.345 0.251
H -7.0281 3.0576 -4.1120 0.815 0.096 0.170
H -8.2537 0.9460 -3.2691 0.257 0.340 0.565
H -8.3152 0.6375 -4.9442 0.133 -0.180 -0.260
H -10.3287 1.7824 -4.1852 -0.167 -0.926 -0.564
H -9.4999 2.6025 -5.5214 0.036 0.402 -0.247
H -10.8780 4.7280 -4.5313 0.186 -0.323 -0.288
H -10.6476 4.9327 -2.8164 0.670 -0.051 -0.010
H -11.5835 3.6189 -3.3160 0.073 -0.658 -0.388
C 4.8614 -2.6009 2.1231 0.522 -0.188 -0.304
O 3.7669 -2.2115 2.8993 0.318 -0.327 -0.052
C 4.0623 -1.4820 4.0795 -0.493 0.572 -0.470
C 2.6947 -1.0292 4.5117 -0.129 -0.383 1.285
N 2.6975 -0.5104 5.8779 0.109 -0.787 -0.133
C 3.7659 0.4168 6.2447 -1.767 0.283 -1.218
C 3.3831 1.0335 7.5919 2.507 -0.401 -1.244
O 3.4022 -0.0245 8.4921 -0.654 -0.860 1.192
C 2.5522 0.1849 9.5847 -0.102 -0.036 0.656
H 5.6677 -3.0873 2.6721 0.127 0.211 0.536
H 5.2632 -1.7496 1.5735 0.191 -0.061 -0.067
H 4.5695 -3.3679 1.4057 -0.509 0.168 -0.124
H 4.7241 -0.6264 3.9447 0.141 0.077 -0.630
H 4.5579 -2.0726 4.8500 -0.178 -0.512 0.094
H 2.1027 -1.9431 4.4625 -0.267 -0.122 0.339
H 2.1782 -0.3768 3.8077 0.476 0.540 -0.482
H 1.8113 -0.0472 6.0200 -0.114 -0.030 0.246
H 3.7885 1.1843 5.4710 0.357 0.685 0.042
H 4.7496 -0.0489 6.1862 0.010 -0.188 0.681
H 2.4897 1.6558 7.5407 -0.338 -0.354 0.102
H 4.2559 1.6427 7.8269 -0.117 0.846 0.303
H 1.5076 0.0992 9.2855 -0.209 0.592 -0.118
H 2.8162 1.1113 10.0948 -0.455 0.548 -0.171
H 2.6335 -0.5355 10.3987 0.643 -0.628 -0.456
C 0.7899 -9.1248 9.6821 0.411 0.565 -0.548
O 0.6783 -9.4006 8.2375 -0.392 0.552 1.793
C -0.4750 -8.7629 7.6048 0.805 -1.520 0.551
C -0.4246 -9.1109 6.1238 -0.836 0.415 -0.217
N 0.0451 -8.0153 5.2895 1.377 -0.070 -1.973
C 0.6199 -8.4857 4.0067 -0.736 -0.384 -1.122
C 1.0397 -7.3979 3.0488 -0.120 1.200 0.952
O 2.0883 -6.6826 3.6417 0.668 0.892 0.883
C 2.6059 -5.5554 2.9405 0.876 -1.168 -0.213
H 1.2772 -9.8781 10.3011 0.163 -0.780 -0.951
H -0.1167 -8.9434 10.2593 -0.670 0.069 -0.741
H 1.4253 -8.2541 9.8447 -0.064 0.335 -0.286
H -0.5198 -7.6909 7.7968 0.217 0.120 -0.154
H -1.3475 -9.2272 8.0646 -0.276 0.098 -0.028
H -1.4345 -9.3199 5.7710 -0.474 0.338 0.169
H 0.0024 -10.0910 5.9114 0.986 0.018 0.470
H 0.8826 -7.5314 5.5803 -0.130 0.166 1.459
H -0.0810 -9.0517 3.3932 -0.525 -0.284 0.373
H 1.4935 -9.1328 4.0851 0.193 -0.285 0.613
H 0.2561 -6.6439 2.9741 -0.617 -0.358 -0.812
H 1.3809 -7.8338 2.1098 -0.324 0.004 -0.341
H 3.3474 -5.1130 3.6058 -0.134 0.127 -0.110
H 1.9627 -4.7775 2.5290 -0.812 -0.167 0.551
H 3.1195 -5.9809 2.0783 0.397 0.197 -0.343
C -5.9941 -0.2751 1.2766 -0.984 -0.652 0.668
O -6.8493 -0.7614 0.2801 -0.400 0.439 -0.877
C -6.7142 -2.1477 -0.0033 0.320 1.169 -0.800
C -7.4913 -2.4162 -1.3111 2.617 -0.391 0.730
N -8.8643 -2.2043 -1.2280 -3.159 -0.834 1.270
C -9.6128 -3.0413 -0.2476 -0.109 -1.018 0.630
C -9.6504 -4.5795 -0.4429 0.344 -0.186 -0.486
O -8.4204 -5.2750 -0.2449 0.339 0.214 0.180
C -8.5236 -6.6172 -0.7248 -0.110 0.971 0.250
H -6.4261 0.6758 1.5886 0.287 0.010 0.173
H -4.9371 -0.1651 1.0345 0.108 -0.022 -0.557
H -6.0871 -1.0240 2.0631 0.383 0.325 0.796
H -7.0789 -2.7496 0.8291 0.037 -0.164 0.105
H -5.6447 -2.2883 -0.1598 0.196 -0.675 -0.074
H -7.1658 -3.4251 -1.5645 -0.525 -0.079 -0.583
H -7.2077 -1.6841 -2.0671 0.868 -0.264 -0.057
H -8.9202 -1.2776 -0.8302 -0.480 0.471 -0.263
H -10.6648 -2.7714 -0.1548 -0.222 0.283 -1.020
H -9.3726 -2.8278 0.7939 0.941 -0.148 0.275
H -10.0181 -4.8422 -1.4348 0.029 0.375 -0.522
H -10.3562 -5.0994 0.2050 -0.462 0.636 0.514
H -8.6363 -6.5418 -1.8064 0.227 -0.531 -0.198
H -9.4067 -7.1108 -0.3192 -0.198 -0.069 0.118
H -7.6467 -7.1718 -0.3909 0.031 0.163 -0.309
C 5.5973 7.9479 0.6866 1.214 -0.690 -1.167
C 4.3137 7.1377 0.6249 0.955 -0.799 1.025
O 3.6613 7.0520 -0.6330 0.670 0.597 0.180
O 5.4500 9.2545 0.2666 -0.544 1.513 0.154
H 6.4193 7.5701 0.0787 -0.242 -1.014 -0.731
H 6.1499 7.9003 1.6250 -1.012 0.237 0.731
H 3.6890 7.5184 1.4329 -0.480 0.067 -0.189
H 4.6292 6.1330 0.9063 -0.120 -0.347 0.312
H 2.7252 6.9749 -0.4343 -0.391 0.152 -0.092
H 5.0791 9.1969 -0.6170 -0.134 0.232 -0.165
C -1.1142 7.0833 -3.2594 0.533 -0.355 -2.182
C 0.4078 7.2600 -3.2263 0.639 0.288 1.719
O 0.7449 8.3983 -2.3775 -0.230 -0.577 -0.961
O -1.5017 6.1349 -4.2687 -0.177 0.810 0.093
H -1.5773 7.9929 -3.6419 0.023 0.282 0.725
H -1.4630 6.7758 -2.2736 -0.140 0.233 0.152
H 0.9920 7.3045 -4.1455 -0.809 0.513 -0.476
H 0.8667 6.4032 -2.7329 -0.186 -0.572 0.073
H 0.8589 7.9960 -1.5133 -0.048 0.322 0.344
H -1.3635 5.2514 -3.9194 0.498 -0.740 0.366
C 2.0021 -0.9336 -4.1167 -1.025 1.256 0.789
C 3.3641 -0.3265 -4.5048 -0.095 -1.259 0.683
O 4.2312 -1.4356 -4.7028 -0.041 -0.030 -0.730
O 2.1026 -1.9312 -3.0874 1.352 0.462 -0.407
H 1.4206 -1.3181 -4.9545 0.464 -0.047 -0.235
H 1.4199 -0.1127 -3.6981 -0.280 0.244 -0.182
H 3.8733 0.1659 -3.6763 -0.759 0.952 0.294
H 3.2758 0.3322 -5.3687 0.043 -0.175 -0.056
H 3.7954 -1.9769 -4.0405 0.687 -1.389 0.144
H 1.2298 -2.2632 -2.8647 -0.504 -0.211 -0.085
C -1.8523 -2.1978 0.6290 2.111 -0.061 -0.533
C -0.5079 -2.7547 1.2838 -2.549 -0.085 0.877
O -0.8157 -4.0766 1.7264 0.917 -1.223 -0.405
O -2.4552 -3.0177 -0.3853 0.347 0.348 0.531
H -1.5512 -1.2961 0.0957 -0.424 0.308 0.276
H -2.5370 -1.9944 1.4523 -0.164 0.101 -0.109
H -0.3219 -2.1811 2.1919 0.104 0.532 -0.206
H 0.4287 -2.7859 0.7271 -0.434 -0.087 -0.470
H -1.6650 -4.1908 2.1593 -0.036 0.562 0.174
H -2.9338 -3.7562 -0.0017 0.098 -0.169 0.109
C -2.4552 0.9118 3.3507 0.691 -0.070 -1.274
C -2.8777 1.9788 2.3248 -0.840 0.972 1.351
O -2.1271 1.9494 1.1535 0.700 -0.813 -0.477
O -1.0377 0.9189 3.6494 -1.554 0.440 0.444
H -2.6831 -0.0452 2.8814 -0.042 -0.306 -0.093
H -3.0577 0.9319 4.2588 0.324 0.463 0.100
H -2.8802 3.0043 2.6942 0.717 0.078 0.780
H -3.9457 1.9112 2.1177 -0.367 -0.907 -0.166
H -2.2806 2.7845 0.7055 0.147 0.124 -0.662
H -0.5521 0.6594 2.8630 0.404 -0.116 -0.368
C 1.0302 5.1048 1.3791 0.227 -0.361 -1.112
C 0.1457 5.8739 0.4174 0.180 -0.637 0.814
O 0.7616 7.1051 0.1909 0.845 0.991 -0.909
O 0.4284 3.8924 1.7224 -0.524 -0.244 1.917
H 1.3558 5.7221 2.2164 -0.482 -0.392 0.588
H 1.9555 4.8847 0.8466 0.329 0.166 -0.226
H -0.8513 6.1126 0.7876 -0.168 -0.772 0.032
H 0.1471 5.2276 -0.4603 -0.527 0.630 -0.516
H 0.6302 7.6280 0.9852 0.097 0.298 -0.011
H 0.3412 3.2525 1.0121 0.277 0.172 -0.600
C -0.8183 5.2176 4.5951 -0.223 0.097 0.282
C -0.8096 5.5604 6.0973 0.025 -0.171 -0.633
O -1.5258 6.7557 6.3501 -0.262 0.082 -0.232
O -0.7812 3.8016 4.4311 0.293 0.335 0.545
H 0.0599 5.7126 4.1805 0.124 -0.209 -0.353
H -1.6916 5.5656 4.0434 -0.254 0.488 0.389
H 0.2394 5.7148 6.3503 0.109 -0.256 0.363
H -1.2256 4.7112 6.6394 -0.018 0.009 0.092
H -1.7180 6.8033 7.2895 0.035 0.020 0.009
H -0.2646 3.6398 3.6382 0.036 -0.437 -0.471
C -0.9412 0.6463 7.1224 -1.583 -0.807 -0.477
C -1.6571 1.9424 7.4868 2.327 -0.170 2.060
O -2.4465 2.4305 6.5222 -2.126 0.662 -2.259
O 0.0444 0.6891 6.1094 0.432 0.640 1.355
H -1.7566 0.0603 6.6984 -0.356 -0.462 0.058
H -0.6399 0.0690 7.9965 0.632 0.322 0.003
H -0.9224 2.6978 7.7653 0.547 0.179 0.206
H -2.2792 1.8409 8.3761 0.010 -0.555 0.113
H -1.9275 2.6894 5.7572 0.344 0.279 -0.401
H -0.4027 0.8516 5.2756 -0.122 0.039 -0.692
C 1.2168 0.8498 -0.9494 0.846 0.068 0.479
C 1.5792 0.4676 0.4997 0.390 0.426 -0.259
O 0.4039 0.3748 1.2735 -0.350 -0.339 0.121
O 0.7576 2.2411 -1.0723 0.007 -1.979 0.950
H 0.4795 0.1713 -1.3785 -0.523 0.115 0.350
H 2.0982 0.5914 -1.5362 0.296 0.737 -0.301
H 2.2519 1.1765 0.9824 -0.007 0.825 -0.314
H 2.2091 -0.4154 0.6074 -0.567 -0.644 -0.482
H -0.1921 0.9918 0.8425 -0.780 0.239 0.220
H 1.4563 2.7306 -1.5124 0.483 0.480 -0.420
C 3.5249 3.2605 3.5828 0.149 -1.252 0.929
C 2.8678 3.8586 4.8591 0.609 -0.305 -1.616
O 3.2184 5.2434 5.0472 -0.833 -0.632 -0.110
O 4.8756 3.0103 3.8340 0.879 1.911 1.389
H 3.3348 3.8137 2.6631 0.053 0.737 0.116
H 3.0917 2.2811 3.3800 -0.735 -0.255 0.147
H 3.1109 3.2728 5.7456 0.287 -0.065 -0.116
H 1.8142 3.6580 4.6648 -0.396 1.005 0.392
H 4.0653 5.2607 5.4989 0.096 -0.070 -0.065
H 5.2925 2.3665 3.2566 -0.703 -0.598 -0.744
C -0.3279 -4.6796 -2.6994 0.034 0.770 -0.423
C 0.2916 -5.2590 -1.4235 0.796 -0.246 -1.472
O -0.5965 -5.7397 -0.4949 -1.434 -1.172 0.279
O -0.6872 -3.3096 -2.5524 0.338 0.340 -0.328
H -1.1566 -5.2347 -3.1390 -0.591 -0.447 0.921
H 0.2996 -4.7039 -3.5903 1.013 0.081 0.427
H 0.9918 -4.5857 -0.9292 0.179 0.445 -0.459
H 0.8836 -6.0889 -1.8094 0.248 -0.343 0.304
H -0.7546 -5.1576 0.2519 0.301 0.448 0.229
H -1.2702 -3.2535 -1.7917 -0.474 0.125 0.312
```
Positions in Å, forces in eV/Å.

Properties
- Energy above the lowest of the compared OMol25 structures with the same formula, charge and spin: 181.4 kJ/mol
- Charge: 0
- E_tot: -165311.4460 eV
- HOMO-LUMO gap: 7.7 eV

Results of the Löwdin charge analysis, in e, for atoms 1 through 2: -0.074 -0.218